P:
A cluster of 7 separate species, C14H28Cl14 in total. Source: the OMol25 dataset; level of theory: wB97M-V/def2-TZVPD.

The geometry in XYZ format:
```
56
Properties=species:S:1:pos:R:3:nbo_charge:R:1
Cl -15.81768 30.07162 -10.47346 -0.05
C -16.16021 28.32443 -10.46097 -0.39
C -17.20084 28.02620 -9.41053 -0.37
Cl -17.56015 26.27005 -9.40062 -0.08
H -15.23334 27.78884 -10.26212 0.23
H -16.48586 28.03877 -11.45745 0.22
H -18.13749 28.53914 -9.60688 0.22
H -16.85158 28.30941 -8.42249 0.22
Cl -19.49303 23.14859 -12.40086 -0.09
C -18.15159 24.34514 -12.46422 -0.37
C -16.95252 23.69753 -11.82162 -0.38
Cl -15.56200 24.82167 -11.82876 -0.07
H -18.43684 25.23336 -11.91115 0.23
H -17.95136 24.52979 -13.50876 0.23
H -16.66605 22.80392 -12.37385 0.22
H -17.16718 23.41213 -10.79544 0.23
Cl -18.77032 19.70962 -10.36632 -0.05
C -19.09335 19.56662 -12.10454 -0.40
C -17.99216 18.84099 -12.81790 -0.38
Cl -16.52895 19.84092 -12.98887 -0.08
H -19.20653 20.56561 -12.51156 0.24
H -20.02561 19.02041 -12.23716 0.23
H -18.31693 18.55534 -13.81784 0.23
H -17.74997 17.90984 -12.30468 0.23
Cl -12.02670 27.31323 -11.06733 -0.07
C -12.26866 25.54212 -11.07099 -0.39
C -10.99696 24.79908 -10.81838 -0.39
Cl -10.27590 25.19654 -9.23787 -0.06
H -12.67768 25.28426 -12.04157 0.24
H -13.03511 25.35289 -10.32549 0.22
H -10.24977 24.99942 -11.57881 0.22
H -11.20625 23.73200 -10.78291 0.23
Cl -13.68100 20.75562 -15.87775 -0.06
C -13.19156 20.40935 -14.21194 -0.40
C -13.50434 21.54544 -13.25167 -0.38
Cl -12.50182 23.00092 -13.52420 -0.07
H -12.12832 20.19053 -14.19755 0.22
H -13.75325 19.53392 -13.89287 0.23
H -13.28571 21.19004 -12.24417 0.22
H -14.54923 21.84081 -13.29957 0.22
Cl -22.10044 27.40411 -12.69227 -0.06
C -22.30442 25.65219 -12.91993 -0.39
C -23.74849 25.27383 -12.65966 -0.38
Cl -24.05602 23.60286 -13.22330 -0.07
H -21.63231 25.10572 -12.26726 0.23
H -22.04325 25.40634 -13.94629 0.22
H -24.43684 25.95175 -13.15887 0.22
H -24.00136 25.30341 -11.60188 0.22
Cl -18.22332 20.02773 -18.47211 -0.05
C -17.13000 21.30232 -17.93589 -0.40
C -17.25087 21.47099 -16.44236 -0.39
Cl -16.35913 22.92972 -15.94400 -0.06
H -17.38648 22.23034 -18.44747 0.22
H -16.11398 21.05916 -18.23852 0.22
H -16.82215 20.62036 -15.91865 0.23
H -18.29396 21.59624 -16.16850 0.22
```

Its HOMO-LUMO gap is 10.87 eV. As for the multiplicity: 1. As for the structure (SMILES): ClCCCl.ClCCCl.ClCCCl.ClCCCl.ClCCCl.ClCCCl.ClCCCl.

=====

Q:
A structure of composition C14H28Cl14. Source: the OMol25 dataset; level of theory: wB97M-V/def2-TZVPD.

The geometry in XYZ format:
```
56
Properties=species:S:1:pos:R:3:nbo_charge:R:1
Cl 0.21427 1.88594 0.06558 0.01
C -0.58221 3.07210 -0.94929 -0.41
C -1.50242 3.97239 -0.07337 -0.37
Cl -0.53932 5.09768 0.93810 -0.05
H -1.18903 2.44689 -1.60425 0.22
H 0.11892 3.72197 -1.47293 0.23
H -2.18340 3.41146 0.56672 0.23
H -2.06228 4.64694 -0.72117 0.22
Cl 2.07090 0.32661 1.38649 0.02
C 0.76958 -0.91522 1.10803 -0.39
C -0.23593 -0.44404 0.03988 -0.47
Cl -1.43928 -1.65558 -0.37197 0.04
H 0.37566 -1.16925 2.09210 0.24
H 1.20696 -1.87587 0.83611 0.25
H 0.23822 -0.13529 -0.89176 0.23
H -0.76554 0.41588 0.44994 0.24
Cl -4.33534 -0.50378 -0.87139 -0.05
C -3.75857 -2.15884 -1.18736 -0.37
C -4.23120 -3.27198 -0.20472 -0.40
Cl -5.99484 -3.35991 -0.16843 -0.04
H -2.67278 -2.11775 -1.27386 0.18
H -4.15925 -2.47163 -2.15158 0.21
H -3.84544 -3.02404 0.78412 0.22
H -3.94539 -4.25884 -0.56878 0.23
Cl 1.59018 1.06955 -1.92818 -0.03
C 0.82364 0.83373 -3.52617 -0.39
C -0.00555 -0.45573 -3.56075 -0.39
Cl 1.05333 -1.91361 -3.50248 -0.04
H 1.63574 0.88400 -4.25146 0.24
H 0.16798 1.70446 -3.53272 0.22
H -0.68262 -0.63092 -4.39681 0.24
H -0.63249 -0.49845 -2.67011 0.21
Cl 1.29477 -1.16956 3.66587 -0.09
C 2.90623 -0.30962 3.61821 -0.34
C 3.10840 0.53511 4.94963 -0.38
Cl 1.69480 1.58165 5.40957 -0.05
H 2.79957 0.34648 2.75435 0.18
H 3.69069 -1.06568 3.58506 0.22
H 4.01308 1.13555 4.85417 0.22
H 3.24074 -0.18892 5.75361 0.21
Cl -0.21220 -5.90373 -2.92581 -0.07
C -0.58568 -4.15109 -3.03369 -0.41
C -0.51651 -3.44570 -1.59256 -0.40
Cl 1.14847 -3.35713 -0.93123 -0.08
H -1.60990 -4.04193 -3.39028 0.20
H -0.04128 -3.64612 -3.83164 0.24
H -1.05367 -3.92150 -0.77209 0.22
H -0.84441 -2.40627 -1.57976 0.19
Cl 3.88731 3.65794 1.13710 -0.07
C 2.25214 3.02696 1.31587 -0.41
C 1.42367 3.77507 2.34846 -0.38
Cl 2.15763 3.65975 4.01061 -0.08
H 2.25208 1.94611 1.45683 0.17
H 1.77268 3.06743 0.33782 0.22
H 0.39366 3.42314 2.40608 0.22
H 1.32512 4.82324 2.06608 0.22
```

Its HOMO-LUMO gap is 8.61 eV. As for the multiplicity: 1.

=====

Top of the stability list: P, leading by 1520.3 kJ/mol.

=====

P:
The molecule C3H4N2O. Source: the OMol25 dataset; level of theory: wB97M-V/def2-TZVPD.

The geometry in XYZ format:
```
10
Properties=species:S:1:pos:R:3:nbo_charge:R:1
O 0.87169 1.85244 -0.11990 -0.66
C 0.25069 0.65327 -0.08264 0.44
C 0.04694 -0.25014 0.93340 -0.44
C -0.57579 -1.34174 0.28011 -0.03
N -0.78982 -1.11045 -1.00370 -0.28
N -0.26692 0.12075 -1.21131 -0.37
H 1.51872 1.85998 0.59857 0.49
H 0.23044 -0.08540 1.98399 0.23
H -0.85225 -2.30036 0.70314 0.21
H -0.43371 0.60165 -2.08167 0.41
```

Its HOMO-LUMO gap is 9.52 eV. As for the multiplicity: 1. As for the structure (SMILES): Oc1ccn[nH]1.

=====

Q:
The molecule C3H4N2O. Source: the OMol25 dataset; level of theory: wB97M-V/def2-TZVPD.

The geometry in XYZ format:
```
10
Properties=species:S:1:pos:R:3:nbo_charge:R:1
H 2.22250 -0.82517 -1.00957 0.36
N 1.35038 -0.36694 -0.76153 -0.71
C 1.18919 -0.34551 0.48873 0.41
O 0.10646 0.21235 1.07118 -0.48
C -0.85107 0.75092 0.17371 -0.18
C -1.66808 -0.30153 -0.45768 0.25
N -2.34286 -1.10745 -0.93838 -0.29
H 1.84799 -0.74077 1.26505 0.17
H -0.35906 1.33372 -0.60979 0.25
H -1.49545 1.39038 0.77828 0.24
```

Its HOMO-LUMO gap is 11.79 eV. As for the multiplicity: 1. As for the structure (SMILES): [H]/N=C/OCC#N.

=====

Top of the stability list: P, leading by 28.3 kJ/mol.

=====

P:
The molecule C3H4N2O. Source: the OMol25 dataset; level of theory: wB97M-V/def2-TZVPD.

The geometry in XYZ format:
```
10
Properties=species:S:1:pos:R:3:nbo_charge:R:1
O -1.95016 0.02159 0.11063 -0.62
C -0.47506 0.05265 0.16708 0.29
C 0.56443 0.92362 0.39591 -0.42
C 1.62241 0.06332 0.01667 -0.07
N 1.20137 -1.13903 -0.39821 -0.28
N -0.13091 -1.12851 -0.29843 -0.42
H -2.34591 -0.05719 1.00075 0.53
H 0.58410 1.94165 0.75403 0.24
H 2.68393 0.28038 0.03028 0.20
H -1.82796 -0.93315 -0.29823 0.56
```

Its HOMO-LUMO gap is 8.60 eV. As for the multiplicity: 1.

=====

Q:
The molecule C3H4N2O. Source: the OMol25 dataset; level of theory: wB97M-V/def2-TZVPD.

The geometry in XYZ format:
```
10
Properties=species:S:1:pos:R:3:nbo_charge:R:1
N -1.86202 -0.03860 -0.27642 -0.80
C -0.49895 -0.17470 -0.13260 0.33
C 0.48623 0.87083 0.15137 -0.53
C 1.58504 0.10205 0.37581 0.23
O 1.40944 -1.17438 0.11927 -0.29
N 0.04451 -1.36570 -0.17691 -0.21
H -2.28929 0.73821 0.20478 0.40
H -2.39949 -0.89571 -0.21563 0.40
H 0.95387 1.44694 -0.64405 0.26
H 2.57064 0.49105 0.59437 0.20
```

Its HOMO-LUMO gap is 10.30 eV. As for the multiplicity: 1. As for the structure (SMILES): Nc1ccon1.

=====

R:
A cluster of 2 separate species, C3H4N2O in total. Source: the OMol25 dataset; level of theory: wB97M-V/def2-TZVPD.

The geometry in XYZ format:
```
10
Properties=species:S:1:pos:R:3:nbo_charge:R:1
C 0.45445 -1.22957 0.97036 -0.79
C -0.83704 -1.16588 1.19057 0.71
O -1.98895 -1.10655 1.37594 -0.47
H 1.16725 -0.94131 1.72967 0.27
H 0.78789 -1.39584 -0.04469 0.28
N 1.95703 0.77716 -1.34565 -0.39
C 0.82328 0.98379 -1.20925 0.42
N -0.49181 1.13438 -0.98005 -0.86
H -0.73956 1.36099 -0.02913 0.42
H -1.06547 1.57100 -1.68415 0.41
```

Its HOMO-LUMO gap is 9.90 eV. As for the multiplicity: 1. As for the structure (SMILES): C=C=O.N#CN.

=====

Top of the stability list: R, leading by 132.3 kJ/mol.

=====

P:
The molecule C3H4N2O. Source: the OMol25 dataset; level of theory: wB97M-V/def2-TZVPD.

The geometry in XYZ format:
```
10
Properties=species:S:1:pos:R:3:nbo_charge:R:1
H -0.98823 0.20206 -2.44393 0.35
N -0.41021 0.00566 -1.62878 -0.62
C -1.05156 0.20661 -0.56057 0.28
N -0.44234 -0.03878 0.70141 -0.50
C 0.98251 0.42102 0.95317 -0.34
C 0.58562 -0.96619 0.78625 0.71
O 0.81390 -2.13052 0.65668 -0.50
H -2.08545 0.55321 -0.48533 0.17
H 1.12404 0.88332 1.92530 0.22
H 1.49545 0.87488 0.10426 0.23
```

Its HOMO-LUMO gap is 10.68 eV. As for the multiplicity: 1. As for the structure (SMILES): [H]/N=C/N1CC1=O.

=====

Q:
The molecule C3H4N2O. Source: the OMol25 dataset; level of theory: wB97M-V/def2-TZVPD.

The geometry in XYZ format:
```
10
Properties=species:S:1:pos:R:3:nbo_charge:R:1
C 0.39226 1.55410 -0.00895 -0.71
C -0.03860 0.00498 -0.06144 0.06
C -1.46411 -0.26518 -0.13966 0.24
N -2.61284 -0.31083 0.11932 -0.27
N 0.73006 -0.96664 -0.03383 -0.01
O 2.00969 -0.63040 0.05332 -0.51
H 0.43718 1.91794 1.22102 0.26
H 1.54071 1.66727 -0.49947 0.21
H -0.36606 2.25501 -0.61961 0.28
H 2.15279 0.38196 0.13329 0.46
```

Its HOMO-LUMO gap is 10.76 eV. As for the multiplicity: 1. As for the structure (SMILES): C/C(C#N)=N\O.

=====

R:
The molecule C3H4N2O. Source: the OMol25 dataset; level of theory: wB97M-V/def2-TZVPD.

The geometry in XYZ format:
```
10
Properties=species:S:1:pos:R:3:nbo_charge:R:1
O 1.28614 1.73317 -0.39641 -0.57
C 0.45462 0.92294 -0.21040 0.65
C 0.80185 -0.49755 0.01790 -0.58
C -0.59770 -1.11406 0.22627 0.04
N -1.48302 -0.19875 0.24599 -0.21
N -0.88233 0.99283 -0.01331 -0.46
H 1.34334 -0.52733 1.03238 0.26
H 1.39664 -0.89464 -0.79841 0.26
H -0.89060 -2.16679 0.14770 0.21
H -1.42894 1.75019 -0.25170 0.40
```

Its HOMO-LUMO gap is 10.45 eV. As for the multiplicity: 1. As for the structure (SMILES): O=C1CC=NN1.

=====

Top of the stability list: R, leading by 108.9 kJ/mol.